Entry 1:
ORCA calculation (ωB97M-V/def2-TZVPD) on one molecule with the formula C5H15N3 at a distorted geometry.

Geometry as XYZ:
```
23
Properties=species:S:1:pos:R:3:forces:R:3
N 0.7037 -1.3195 -1.0593 -0.52 -2.84 -1.42
H 0.9463 -3.2451 -1.8643 0.45 0.27 1.94
C 0.5088 0.2477 0.6616 2.11 -3.29 1.50
H 0.3981 -1.2698 -2.1077 0.02 0.12 3.03
C -0.2435 -0.9280 0.0068 -0.08 1.18 -1.78
H -0.4213 -1.8150 0.7463 -0.25 2.03 -1.46
N -1.8865 1.7767 0.1858 -3.32 -1.57 3.15
C 0.4699 1.4914 -0.1568 1.23 1.92 2.43
N 0.0835 0.2975 2.0637 -4.76 -1.64 -3.28
H 0.4099 -3.4311 -0.1470 -0.97 0.97 -0.25
H 1.2047 1.4409 -0.8685 1.43 -0.70 -2.65
H 1.9878 -2.9388 -0.3695 -0.09 0.43 -0.54
H -0.7256 3.0474 -0.8536 -0.32 1.21 -1.16
H 1.6186 -0.2316 0.6665 -2.25 1.59 0.06
H -1.8427 0.8279 0.6580 -0.31 1.59 -1.51
H 1.0880 2.1866 0.4923 -1.38 0.21 -0.18
H -1.0764 -0.5079 -0.6597 0.01 -1.01 1.91
C -0.8632 2.0179 -0.6945 2.45 -3.61 -0.99
H 0.5606 0.7889 2.7055 2.18 2.46 2.28
H -1.8677 2.4062 0.9572 -0.13 0.71 0.61
H -0.9261 0.6281 1.9802 2.09 -0.47 1.32
H -1.1109 1.2905 -1.5366 0.55 1.84 -0.10
C 0.9837 -2.7609 -0.8064 1.88 -1.41 -2.87
```
Positions in Å, forces in eV/Å.

Calculated values
LUMO energy: 1.1 eV
E_tot: -9895.1130 eV
Structure (SMILES): CNC[C@H](N)CCN
F_max: 6.01 eV Å⁻¹
Energy relative to the best compared isomer or geometry (same formula, charge and spin): 93.1 kcal per mole
HOMO energy: -8.700 eV



Entry 2:
ORCA calculation (ωB97M-V/def2-TZVPD) on an isolated ion of composition C5H15N3 and charge +1 at a distorted geometry.

Geometry as XYZ:
```
23
Properties=species:S:1:pos:R:3:forces:R:3
C -2.5192 -0.7094 0.5713 -1.15 3.06 3.16
C -0.0775 -0.1372 -1.5503 -1.33 -2.73 -0.17
H -1.9560 -1.7101 -0.3573 -1.29 -1.34 -3.98
N 3.3964 0.9684 0.7199 -0.19 0.31 0.48
H 0.9938 1.6971 -0.1667 -0.24 -0.09 -0.19
H 0.7450 -0.7679 -1.8809 0.44 0.54 0.04
H -2.2423 -1.4193 1.3779 -0.02 -0.53 -0.70
H -0.9609 -0.7119 -1.8325 -0.06 0.30 -0.22
H -3.5558 -1.9015 -0.6917 -0.22 0.03 -0.03
H -1.7445 1.2455 0.1671 0.53 0.15 -0.36
C -1.3351 0.3178 0.5781 -1.16 -1.83 0.72
H -1.0872 0.4200 1.6308 -0.01 0.47 0.00
H 0.9225 0.9739 1.4428 -0.24 -0.02 0.02
N -0.1035 -0.0845 -0.0821 0.41 4.03 -1.27
C 2.3911 0.0898 0.2096 -0.01 -0.41 0.17
N -2.8345 -1.1898 -0.7701 3.17 -1.63 2.27
H 2.5515 -0.2543 -0.8172 -0.06 0.19 -0.11
H 3.2786 1.9656 0.6268 0.13 -0.17 -0.32
C 1.0190 0.7495 0.3830 0.98 -0.81 0.81
H 4.3465 0.6482 0.6648 0.02 0.07 -0.08
H -0.1613 0.8116 -2.0779 0.38 0.36 0.52
H 2.3768 -0.7990 0.8506 0.02 -0.16 -0.20
H -3.3159 -0.1768 1.1190 -0.08 0.22 -0.56
```
Positions in Å, forces in eV/Å.

Calculated values
Multiplicity: 2
Net charge: +1
LUMO energy (alpha / beta): -2.6 / -7.8 eV
E_tot: -9887.8686 eV
F_max: 4.55 eV Å⁻¹
Energy relative to the best compared isomer or geometry (same formula, charge and spin): 60.2 kcal per mole
HOMO energy (alpha / beta): -12.836 / -12.738 eV



Entry 3:
ORCA calculation (ωB97M-V/def2-TZVPD) on C5H15N3 as an isolated structure at a distorted geometry.

Geometry as XYZ:
```
23
Properties=species:S:1:pos:R:3:forces:R:3
H 0.7408 -0.9560 -0.7596 -0.28 0.42 -0.49
N 1.7078 -3.0789 1.0537 1.24 0.82 1.39
C 0.9139 -0.8253 1.3493 -1.83 4.66 -0.40
H -2.4722 1.2053 -3.2951 -0.47 0.08 -0.54
C -0.3354 0.9396 -0.2055 0.14 -1.84 0.36
H 3.1247 -0.7020 1.5361 -0.08 -0.53 0.36
C 0.1190 -0.5608 0.0409 0.14 -0.83 0.93
H 2.1326 -3.4254 0.1948 -0.76 0.82 -0.64
H 1.2323 -3.8115 1.5861 -0.80 0.89 -0.13
C -2.2794 1.8147 -1.3884 1.42 -0.53 -3.50
H 1.3563 -1.9699 1.0625 1.27 -4.46 -0.43
H 0.2288 -0.8171 2.2084 0.49 -1.12 0.00
N -2.9415 1.8272 -2.6512 0.98 -0.41 1.42
H -0.6797 1.4267 0.7238 -0.33 0.04 -0.55
H 2.2046 0.4071 2.5838 -0.11 -0.82 -0.33
H -0.7897 -1.1559 0.1265 0.07 -0.14 -0.22
H 2.4641 0.6645 0.8502 -0.74 -0.75 0.14
C 2.1978 -0.1259 1.6075 0.71 1.37 -0.21
H -2.9777 1.3526 -0.6513 -0.03 -0.07 0.80
H 0.6168 1.4130 -0.4647 -0.17 0.59 -0.70
N -1.2112 0.8813 -1.3623 -0.44 2.01 1.76
H -3.3933 2.6514 -3.0233 -0.12 -0.02 0.24
H -1.9592 2.8452 -1.1224 -0.30 -0.18 0.73
```
Positions in Å, forces in eV/Å.

Calculated values
Net charge: +2
LUMO energy: -11.6 eV
E_tot: -9873.2249 eV
F_max: 5.02 eV Å⁻¹
Energy relative to the best compared isomer or geometry (same formula, charge and spin): 238.3 kcal per mole
HOMO energy: -17.863 eV



Entry 4:
ORCA calculation (ωB97M-V/def2-TZVPD) on a 2-piece molecular cluster, C5H15N3O overall at a distorted geometry.

Geometry as XYZ:
```
24
Properties=species:S:1:pos:R:3:forces:R:3
H -2.0307 1.3369 1.1648 0.03 0.04 -0.03
N 1.6268 -1.0020 -1.0985 -0.10 -0.23 0.18
C -1.4097 0.8074 0.4447 -0.08 -0.12 -0.31
H -0.2719 -2.1915 2.1614 0.04 0.10 -0.15
H 1.1529 0.9900 -0.9465 0.03 0.04 -0.04
H 0.1686 -0.8342 0.3686 0.07 -0.11 -0.03
N 0.8442 -1.4959 -0.0264 0.11 0.11 -0.18
H -0.2805 -3.8399 1.5371 0.07 -0.01 -0.08
H -1.7921 -0.1945 0.2521 -0.07 0.07 -0.09
H -1.0066 3.6029 -1.5604 -0.17 0.06 -0.06
H -1.1266 1.0774 -1.7049 0.32 -0.02 0.05
C -1.5831 3.0101 -0.8452 0.51 0.06 -0.03
C 1.2253 -2.6301 0.6222 0.09 0.05 0.00
C 0.3639 -3.0017 1.8054 -0.04 -0.08 0.19
H 1.4051 -1.5525 -1.9256 0.02 0.04 0.08
N 0.6557 1.7401 -0.4494 -1.34 -0.81 0.65
H 2.5980 -1.2285 -0.8821 -0.10 0.00 0.00
O 2.1872 -3.2888 0.2551 -0.23 0.12 0.07
H -2.6257 2.9858 -1.1624 0.05 -0.03 0.03
H 1.0005 -3.3283 2.6274 0.05 -0.01 -0.11
H 0.3532 1.2920 0.5571 0.61 1.03 -1.23
H -1.5241 3.5082 0.1242 -0.07 -0.05 0.03
H 1.1168 2.6408 -0.5692 0.03 -0.02 0.24
C -1.0474 1.5962 -0.7495 0.18 -0.24 0.81
```
Positions in Å, forces in eV/Å.

Calculated values
LUMO energy: 0.8 eV
E_tot: -11943.1683 eV
F_max: 1.72 eV Å⁻¹
Energy relative to the best compared isomer or geometry (same formula, charge and spin): 82.6 kcal per mole
HOMO energy: -7.048 eV



Entry 5:
ORCA calculation (ωB97M-V/def2-TZVPD) on one molecule with the formula C5H15N3O.

Geometry as XYZ:
```
24
Properties=species:S:1:pos:R:3:forces:R:3
H 0.7317 1.1438 -1.2645 -0.04 -0.04 0.01
C 0.9235 0.6311 -0.3136 0.27 -0.57 -0.01
H 2.2077 -0.7259 -1.4179 0.07 0.08 -0.01
N -0.2082 -1.4684 -0.8220 -0.06 -0.16 -0.08
C -2.8339 -0.3863 0.0501 0.34 0.36 -0.11
N 1.0229 1.6690 0.7119 0.11 0.19 0.12
H -0.3478 -1.2192 -1.7960 -0.04 -0.11 -0.02
C 2.2349 -0.1833 -0.4728 -0.21 0.26 -0.12
C -1.6109 0.5124 -0.1362 -0.03 -0.45 -0.07
H 1.8417 -1.9033 0.5082 0.00 0.03 0.04
H -2.9545 -1.0745 -0.7829 -0.05 -0.07 -0.04
H -1.6412 0.9438 -1.1560 0.05 -0.13 0.08
H -3.7155 0.2454 0.1114 -0.11 0.02 -0.01
H 1.3126 1.2578 1.5950 -0.01 0.07 -0.01
H -0.8187 1.9478 0.8918 0.00 -0.03 -0.02
H 3.0699 0.5270 -0.5097 -0.09 -0.01 -0.14
H 1.7227 2.3551 0.4496 -0.03 -0.04 0.08
N 2.5152 -1.1479 0.5693 -0.02 -0.04 0.28
H -0.9388 -2.1211 -0.5626 0.02 0.05 -0.12
H 2.4312 -0.7236 1.4883 0.09 -0.14 -0.03
O -1.7022 1.5424 0.8155 -0.17 0.18 0.23
H -0.2096 -0.6005 1.0551 0.00 0.08 -0.04
H -2.7493 -0.9447 0.9798 -0.01 -0.09 0.13
C -0.2833 -0.2768 0.0083 -0.08 0.55 -0.15
```
Positions in Å, forces in eV/Å.

Calculated values
LUMO energy: 1.0 eV
E_tot: -11946.2827 eV
Structure (SMILES): C[C@@H](O)[C@@H](N)[C@@H](N)CN
F_max: 0.63 eV Å⁻¹
Energy relative to the best compared isomer or geometry (same formula, charge and spin): 10.8 kcal per mole
HOMO energy: -8.857 eV



Entry 6:
ORCA calculation (ωB97M-V/def2-TZVPD) on a 2-piece molecular cluster, C5H15N3O2 overall at a distorted geometry.

Geometry as XYZ:
```
25
Properties=species:S:1:pos:R:3:forces:R:3
H -1.7754 1.1402 -2.5727 -0.07 -0.10 0.21
H -1.0338 3.2360 -0.3914 -0.03 -0.01 0.00
H 2.3048 -1.9904 1.3410 0.00 -0.01 0.01
C -0.5244 -1.5879 1.0193 1.89 3.26 0.21
H 0.7629 -0.4264 2.3683 0.43 -0.09 0.24
H -0.2472 -1.8031 -0.9611 -0.05 -0.63 0.57
N -1.1171 1.1375 -0.6859 0.55 -0.22 0.18
H 0.8615 0.6907 1.1599 -0.65 -0.04 -0.85
H -0.6911 2.2330 1.0258 -0.04 0.04 0.11
H 1.9039 1.3279 -1.3697 -0.08 -0.17 0.12
N -2.1497 0.9442 -1.6414 0.27 -0.63 0.15
H -2.3627 2.3583 0.4020 0.13 -0.02 0.07
O 0.3121 -0.2592 -1.8164 0.07 0.86 1.37
C 2.1440 -1.0404 0.8283 -0.18 0.13 0.02
H 2.1192 -1.2590 -0.2425 0.07 0.06 -0.02
H -2.3942 -0.0464 -1.6223 -0.03 0.27 -0.11
N -0.3784 -2.3740 -0.1133 0.02 -0.75 -1.42
C 0.1480 0.6896 -1.0436 -0.68 1.13 -3.44
H 0.3506 -3.0765 -0.0448 -0.14 0.22 0.00
H 3.0046 -0.4042 1.0387 0.08 -0.01 -0.05
O 1.1075 1.6658 -0.9358 -0.36 -0.60 0.74
H -0.5199 -2.1893 1.9282 -0.12 0.30 -0.01
C -1.3080 2.3165 0.1355 0.18 0.07 -0.15
C 0.8471 -0.3879 1.2793 -1.11 -2.59 1.68
H -1.3645 -0.8951 0.9146 -0.16 -0.49 0.36
```
Positions in Å, forces in eV/Å.

Calculated values
LUMO energy: 0.7 eV
E_tot: -13991.6543 eV
Structure (SMILES): CN(N)C(=O)O.CCCN
F_max: 3.77 eV Å⁻¹
Energy relative to the best compared isomer or geometry (same formula, charge and spin): 41.9 kcal per mole
HOMO energy: -8.227 eV